# 1
Entry from OMol25: a cluster of 14 separate species, C38H74N8O22S4 in total at a distorted geometry (wB97M-V/def2-TZVPD).

Structure (XYZ):
```
146
C38H74N8O22S4, DFT wB97M-V/def2-TZVPD
N -8.8238 -19.8443 -13.6285
H -9.6042 -20.3501 -13.2346
H -9.1892 -19.0986 -14.2035
H -8.2126 -20.4904 -14.1071
H -8.3566 -19.5309 -12.7897
N -13.5013 -20.9935 -15.4054
H -13.2762 -21.2832 -16.3464
H -13.3434 -21.6996 -14.7008
H -14.4207 -20.6186 -15.2202
H -12.8202 -20.3544 -15.0210
S -11.8273 -20.9868 -12.6900
O -12.6949 -22.0680 -13.1950
O -12.4343 -20.4063 -11.4964
O -10.4562 -21.3526 -12.2730
O -11.7427 -19.9858 -13.7164
C -8.6220 -22.9617 -10.5718
C -9.8749 -23.2535 -9.7473
O -9.4400 -23.8957 -8.5747
S -7.8121 -24.1535 -8.4401
O -7.5262 -25.5760 -8.1335
O -7.2882 -23.1698 -7.5722
O -7.5694 -23.7747 -10.0422
H -8.3281 -21.9143 -10.6396
H -8.7414 -23.2924 -11.6035
H -10.4830 -23.9305 -10.3474
H -10.4787 -22.3586 -9.5965
C -13.4696 -22.6700 -9.5678
C -14.8445 -23.2691 -9.8769
O -14.7865 -24.6570 -10.1331
S -13.2620 -25.2444 -9.7329
O -12.4892 -25.3747 -10.9320
O -13.4336 -26.3689 -8.8058
O -12.8721 -23.8205 -9.0142
H -13.5164 -21.8090 -8.9009
H -12.9880 -22.5137 -10.5331
H -15.2656 -22.6482 -10.6676
H -15.4549 -23.1842 -8.9778
C -12.0781 -24.6167 -14.3538
C -10.5906 -24.1969 -14.1944
O -9.7458 -25.1652 -14.7077
S -10.6359 -26.2993 -15.5988
O -10.1935 -27.6389 -15.2879
O -10.8155 -25.9210 -16.9864
O -12.0423 -25.9586 -14.7614
H -12.4561 -24.0329 -15.1931
H -12.7437 -24.5873 -13.4911
H -10.4401 -24.1222 -13.1174
H -10.4112 -23.2658 -14.7319
C -4.4502 -16.9975 -13.4559
C -3.2323 -16.1161 -13.6043
C -3.4720 -14.6809 -14.1618
C -3.7117 -14.7097 -15.6006
N -3.9340 -14.7283 -16.7565
H -5.2471 -16.3875 -13.0306
H -4.2426 -17.9184 -12.9109
H -5.0461 -17.2295 -14.3386
H -2.3920 -16.4869 -14.1913
H -2.9041 -15.8889 -12.5900
H -2.5781 -14.0812 -13.9904
H -4.3332 -14.2122 -13.6856
C -5.0458 -20.2333 -9.1760
C -4.3905 -18.9498 -9.5648
C -5.3927 -17.8209 -9.9577
C -6.4502 -18.2067 -10.8884
N -7.3590 -18.4530 -11.6031
H -5.6178 -20.6957 -9.9804
H -5.7563 -20.1911 -8.3505
H -4.2818 -20.9319 -8.8347
H -3.6612 -19.0511 -10.3685
H -3.9609 -18.4601 -8.6909
H -4.7961 -17.0427 -10.4338
H -5.8469 -17.3842 -9.0683
C -7.3814 -24.1725 -17.9294
C -6.6922 -22.9385 -18.4270
C -6.6899 -21.7207 -17.5120
C -8.0400 -21.2821 -17.1248
N -9.1556 -20.9993 -16.8845
H -8.4610 -24.0411 -17.8568
H -7.0582 -24.5714 -16.9678
H -7.2389 -24.9781 -18.6497
H -7.0625 -22.7319 -19.4311
H -5.6608 -23.1629 -18.6990
H -6.1263 -20.8827 -17.9223
H -6.1430 -22.0481 -16.6278
C -10.0897 -16.9333 -9.3660
C -11.1331 -17.9661 -8.8708
C -10.7369 -19.3440 -9.1965
C -9.3394 -19.6039 -8.7510
N -8.2418 -19.7890 -8.4338
H -9.1514 -16.9719 -8.8125
H -10.4706 -15.9431 -9.1159
H -9.8159 -16.9486 -10.4209
H -12.1197 -17.8281 -9.3132
H -11.2584 -17.9597 -7.7880
H -10.7319 -19.5272 -10.2710
H -11.4024 -20.0595 -8.7134
C -7.7600 -16.4888 -16.2957
C -7.4444 -17.0394 -17.7241
C -5.9904 -17.4006 -18.0364
C -5.4410 -18.3832 -17.0221
N -5.0572 -19.1167 -16.2325
H -8.7521 -16.0383 -16.2659
H -7.0413 -15.6961 -16.0881
H -7.5390 -17.1917 -15.4925
H -7.8448 -16.3407 -18.4586
H -7.9550 -17.9959 -17.8356
H -5.3423 -16.5249 -18.0011
H -5.7364 -17.6947 -19.0548
C -12.7092 -14.5752 -12.9983
C -12.3795 -15.8278 -12.1149
C -11.9594 -17.0960 -12.8146
C -10.6114 -16.9178 -13.3427
N -9.5667 -16.8311 -13.7778
H -13.3928 -14.9023 -13.7817
H -11.8596 -14.0636 -13.4508
H -13.2384 -13.8743 -12.3528
H -13.2215 -16.1679 -11.5120
H -11.5491 -15.5632 -11.4603
H -12.6043 -17.3823 -13.6455
H -12.1560 -17.9533 -12.1709
C -5.2360 -24.8723 -14.9430
C -5.0190 -24.0321 -13.7202
C -3.7606 -23.1376 -13.5720
O -4.3300 -22.0098 -12.8825
C -5.5924 -21.8411 -13.3021
O -6.2528 -20.8064 -13.4432
O -6.0751 -23.0619 -13.7265
H -6.2092 -25.3439 -14.8066
H -4.4629 -25.6357 -15.0300
H -5.2533 -24.2866 -15.8621
H -5.1912 -24.5170 -12.7593
H -3.3353 -22.7820 -14.5105
H -3.1208 -23.7115 -12.9016
C -11.2192 -17.7748 -16.9876
C -12.4296 -16.9413 -16.4311
C -13.2151 -16.2988 -17.5939
O -14.2769 -17.2037 -17.7729
C -14.4181 -17.9368 -16.6668
O -15.3106 -18.7337 -16.4651
O -13.3938 -17.7527 -15.8622
H -11.5376 -18.5531 -17.6811
H -10.7121 -18.2842 -16.1682
H -10.4759 -17.1215 -17.4446
H -11.9506 -16.2670 -15.7212
H -12.6652 -16.0748 -18.5080
H -13.5881 -15.2940 -17.3953
```

Kohn-Sham gap   9.0 eV
DFT total energy   -140908.8038 eV
Relative energy (zero: lowest compared OMol25 entry of this formula, charge and spin)   141.47 kJ/mol
Net charge   0

Here are the Mulliken charges for atoms 1 to 2, given in e:
1. N 3.127
2. H -0.472

# 2
Entry from OMol25: a structure of composition C38H76AgAsF6O20S3 at a distorted geometry (wB97M-V/def2-TZVPD).

Structure (XYZ):
```
145
C38H76AgAsF6O20S3, DFT wB97M-V/def2-TZVPD
Ag -19.4780 -18.8779 1.8629
As -15.6949 -18.0433 0.9308
F -17.4497 -18.4583 1.1508
F -16.2386 -16.2895 1.0303
F -14.0647 -17.4833 0.8314
F -15.2373 -19.8001 0.6597
F -16.0117 -17.9922 -0.8404
F -15.5686 -18.1828 2.7426
C -12.4082 -20.7541 4.8469
C -13.5584 -20.3957 3.9094
O -14.3167 -21.5127 3.5616
S -13.4699 -22.9076 3.9037
O -13.2020 -23.7094 2.7161
O -14.0065 -23.5958 5.0684
O -12.0833 -22.0727 4.3044
H -12.6732 -20.8296 5.9016
H -11.5343 -20.1335 4.6489
H -13.2321 -19.9909 2.9514
H -14.1933 -19.6311 4.3570
C -14.8318 -23.0505 -0.0392
C -13.5854 -22.3329 -0.5268
O -13.6124 -22.6435 -1.9063
S -15.1500 -22.3442 -2.5076
O -15.4174 -23.2067 -3.6722
O -15.4661 -20.9191 -2.5748
O -15.8003 -22.9453 -1.0788
H -15.2231 -22.6002 0.8731
H -14.7565 -24.1274 0.1113
H -12.6330 -22.5630 -0.0492
H -13.5968 -21.2453 -0.4551
C -14.7832 -14.2761 3.1819
C -14.6564 -12.8964 2.5292
O -15.4623 -12.0528 3.2681
S -15.5391 -12.4730 4.8552
O -16.8238 -12.2599 5.4530
O -14.3502 -11.9434 5.5165
O -15.2327 -14.0508 4.4795
H -13.8658 -14.8604 3.1106
H -15.5413 -14.8128 2.6116
H -14.9660 -12.8489 1.4851
H -13.6471 -12.5047 2.6553
C -13.0366 -17.8928 -2.6420
C -12.3429 -17.2887 -3.7961
C -10.8803 -17.5760 -3.5652
O -10.7492 -17.5054 -2.1271
C -12.0225 -17.7804 -1.4797
H -13.2057 -18.9633 -2.7591
H -13.9895 -17.4410 -2.3664
H -12.5311 -16.2206 -3.6875
H -12.6949 -17.5611 -4.7911
H -10.1963 -16.9150 -4.0975
H -10.6305 -18.5743 -3.9246
H -12.1342 -16.8302 -0.9576
H -11.9046 -18.5303 -0.6974
C -18.4998 -17.9432 6.1927
C -19.9675 -18.0013 6.4133
C -20.5225 -18.4317 5.0975
O -19.4168 -18.8386 4.1893
C -18.2614 -18.9916 5.0224
H -17.8321 -18.1498 7.0291
H -18.3449 -16.9438 5.7861
H -20.4144 -17.0405 6.6687
H -20.2213 -18.7335 7.1798
H -21.2680 -17.7513 4.6858
H -21.0196 -19.3898 5.2493
H -17.3432 -18.6468 4.5468
H -18.2605 -20.0324 5.3463
C -20.0268 -15.8957 -1.8654
C -21.3438 -16.4728 -1.6148
C -21.1770 -17.8675 -1.1840
O -20.0390 -17.7733 -0.3225
C -19.1298 -16.8074 -0.9368
H -20.0255 -14.8178 -1.7031
H -19.7042 -15.9528 -2.9050
H -22.0980 -16.5608 -2.3968
H -21.8238 -15.8521 -0.8582
H -20.8315 -18.5354 -1.9730
H -22.1128 -18.3013 -0.8314
H -18.3896 -17.3562 -1.5191
H -18.5121 -16.2983 -0.1970
C -19.0722 -21.5579 -1.9361
C -20.1415 -22.2477 -1.1294
C -20.6399 -21.1254 -0.2290
O -19.4177 -20.4258 0.0301
C -18.3778 -20.6415 -0.9695
H -19.6223 -21.0890 -2.7520
H -18.4202 -22.3237 -2.3561
H -19.6597 -23.1009 -0.6519
H -20.9482 -22.7088 -1.6991
H -21.1517 -21.4900 0.6617
H -21.3992 -20.4547 -0.6311
H -17.4861 -21.1172 -0.5612
H -18.1435 -19.7644 -1.5728
C -19.2694 -14.7885 3.8969
C -20.6854 -14.6473 3.3510
C -20.8699 -15.8330 2.4121
O -19.6353 -16.5174 2.4303
C -18.6235 -15.6010 2.7855
H -19.2012 -15.4021 4.7951
H -18.7528 -13.8522 4.1079
H -20.8028 -13.7445 2.7516
H -21.4668 -14.6340 4.1109
H -21.3295 -15.5850 1.4554
H -21.5473 -16.4224 3.0300
H -18.2463 -15.0690 1.9121
H -17.7922 -16.2586 3.0395
C -17.0877 -12.0742 -1.1811
C -17.9418 -11.3420 -0.1139
C -18.3659 -12.4004 0.8658
O -18.4228 -13.5660 -0.0214
C -17.3159 -13.5597 -0.8886
H -16.0703 -11.8196 -0.8844
H -17.1965 -11.7021 -2.1998
H -18.7538 -10.7153 -0.4828
H -17.3694 -10.6026 0.4463
H -19.3577 -12.2007 1.2714
H -17.6920 -12.5288 1.7129
H -17.5625 -14.1633 -1.7621
H -16.4525 -14.1038 -0.5057
C -16.7761 -17.9633 -4.0214
C -16.8251 -16.4703 -3.8003
C -15.7292 -15.9325 -4.7316
O -15.6621 -16.8329 -5.8003
C -16.3040 -18.0995 -5.4727
H -17.7072 -18.4974 -3.8321
H -15.9555 -18.3911 -3.4454
H -16.7827 -16.2815 -2.7276
H -17.7738 -16.0397 -4.1207
H -14.7744 -15.7386 -4.2429
H -16.0151 -14.9780 -5.1736
H -15.7662 -19.0100 -5.7370
H -17.2780 -18.2336 -5.9432
C -18.7482 -23.1958 3.4696
C -17.6054 -22.8601 2.5041
C -17.4996 -21.4144 2.7323
O -18.8275 -20.9878 2.7336
C -19.6499 -21.9911 3.3509
H -18.4726 -23.3918 4.5058
H -19.2438 -24.1041 3.1267
H -17.7768 -23.0728 1.4489
H -16.6899 -23.3744 2.7968
H -16.8985 -20.9881 1.9291
H -17.1302 -21.2022 3.7356
H -20.5087 -22.2519 2.7324
H -20.0290 -21.7135 4.3345
```

Kohn-Sham gap (spin up / spin down)   8.1 / 2.4 eV
2S+1   2
DFT total energy   -195222.2591 eV
Net charge   +1

Here are the Mulliken charges for atoms 1 to 2, given in e:
1. Ag 0.505
2. As 1.627

# 3
Entry from OMol25: a structure of composition C38H76AlF3IO16S8 at a distorted geometry (wB97M-V/def2-TZVPD).

Structure (XYZ):
```
143
C38H76AlF3IO16S8, DFT wB97M-V/def2-TZVPD
C 2.2871 -1.8474 2.0736
C 2.3639 -3.2767 1.2453
C 2.4959 -2.8691 -0.3668
I 4.5969 -2.1462 -0.5808
Al 2.1314 -4.5168 -1.5987
C 3.4346 -4.5503 -3.1821
C 2.9669 -3.6809 -4.4909
C 2.8230 -2.0651 -4.2349
F 2.3925 -1.4768 -5.5583
F 4.1405 -1.3885 -3.9360
F 1.7600 -1.6829 -3.2676
H 3.3178 -1.6194 2.5917
H 1.4403 -1.9093 2.9107
H 2.0623 -0.9356 1.3606
H 3.3543 -3.8060 1.5924
H 1.4360 -3.9590 1.4516
H 1.7192 -2.0083 -0.5556
H 0.5983 -4.5718 -1.9850
H 2.4256 -5.7972 -0.6774
H 3.5255 -5.6815 -3.5518
H 4.5310 -4.2653 -2.8089
H 1.9917 -4.1061 -5.0302
H 3.8325 -3.8093 -5.3035
C 1.1000 1.9314 -2.5390
C 1.2396 3.3140 -1.9039
C 1.4833 3.1098 -0.4095
S 2.2857 1.5220 -0.2465
O 1.3960 0.6270 0.4631
O 3.6642 1.7231 0.1531
C 2.2456 1.1022 -1.9779
H 1.1368 1.9805 -3.6312
H 0.1393 1.4877 -2.2515
H 2.0956 3.8353 -2.3494
H 0.3526 3.9310 -2.0786
H 2.1307 3.8880 0.0025
H 0.5433 3.0734 0.1480
H 2.0977 0.0277 -2.0987
H 3.2014 1.4029 -2.4173
C -2.4451 -2.4987 3.3263
C -2.6956 -3.9514 3.7282
C -2.9005 -4.7537 2.4443
S -1.9823 -3.9014 1.1706
O -2.9191 -3.3824 0.1964
O -0.8348 -4.7022 0.7931
C -1.4286 -2.5529 2.1956
H -2.0796 -1.9019 4.1671
H -3.3790 -2.0473 2.9705
H -1.8219 -4.3362 4.2681
H -3.5595 -4.0440 4.3937
H -2.5226 -5.7744 2.5431
H -3.9529 -4.7729 2.1481
H -1.3864 -1.6322 1.6113
H -0.4332 -2.8061 2.5728
C -2.1024 -0.1319 8.8269
C -2.3529 -1.5846 9.2288
C -2.5578 -2.3868 7.9449
S -1.6396 -1.5346 6.6712
O -2.5764 -1.0156 5.6971
O -0.4921 -2.3354 6.2937
C -1.0859 -0.1861 7.6962
H -1.7369 0.4649 9.6677
H -3.0363 0.3195 8.4711
H -1.4792 -1.9694 9.7688
H -3.2168 -1.6772 9.8944
H -2.1800 -3.4076 8.0438
H -3.6102 -2.4061 7.6487
H -1.0437 0.7346 7.1119
H -0.0905 -0.4393 8.0734
C 3.4543 2.6296 5.4678
C 2.4957 2.0591 4.4237
C 1.6239 1.0170 5.1223
S 1.5274 1.5138 6.8357
O 2.1931 0.5136 7.6435
O 0.1839 1.9749 7.1236
C 2.6010 2.9289 6.6913
H 3.9639 3.5266 5.1041
H 4.2178 1.8827 5.7159
H 1.8639 2.8646 4.0300
H 3.0335 1.6206 3.5773
H 0.6178 0.9836 4.6967
H 2.0785 0.0234 5.0827
H 3.1864 3.0486 7.6045
H 1.9732 3.8099 6.5277
C -6.4824 4.3187 8.6783
C -7.0648 3.2508 7.7537
C -5.9604 2.2322 7.4766
S -4.8816 2.2652 8.9002
O -3.5894 2.7710 8.4873
O -5.0299 1.0276 9.6397
C -5.7430 3.5601 9.7703
H -7.2613 4.9644 9.0944
H -5.7817 4.9499 8.1188
H -7.9065 2.7557 8.2531
H -7.4445 3.6845 6.8232
H -6.3649 1.2247 7.3506
H -5.3712 2.5097 6.5983
H -5.0310 4.1802 10.3176
H -6.4436 3.0876 10.4652
C 5.1615 -7.1608 -9.0160
C 5.4263 -5.6561 -9.0375
C 4.1252 -4.9559 -8.6489
S 3.2343 -6.1002 -7.6055
O 2.0242 -6.5024 -8.2912
O 3.2249 -5.5978 -6.2461
C 4.4154 -7.4299 -7.7177
H 6.0894 -7.7373 -9.0732
H 4.5364 -7.4384 -9.8731
H 6.2082 -5.4130 -8.3078
H 5.7774 -5.3209 -10.0184
H 4.3149 -4.0324 -8.0961
H 3.5069 -4.7450 -9.5258
H 3.8981 -8.3908 -7.7107
H 5.0853 -7.3560 -6.8559
C -1.1033 6.3354 -5.9334
C -0.9638 7.7181 -5.2983
C -0.7201 7.5139 -3.8040
S 0.0823 5.9260 -3.6409
O -0.8073 5.0310 -2.9313
O 1.4609 6.1272 -3.2413
C 0.0423 5.5063 -5.3724
H -1.0666 6.3846 -7.0256
H -2.0641 5.8918 -5.6460
H -0.1078 8.2393 -5.7438
H -1.8507 8.3351 -5.4730
H -0.0726 8.2921 -3.3919
H -1.6600 7.4774 -3.2465
H -0.1056 4.4318 -5.4931
H 0.9981 5.8070 -5.8117
C -1.9018 1.4455 -9.2241
C -1.1717 0.6888 -8.1155
C -0.8499 1.6929 -7.0099
S -2.1065 2.9593 -7.1039
O -1.4773 4.2048 -7.4898
O -2.9761 2.8548 -5.9491
C -2.9537 2.2915 -8.5223
H -2.3534 0.7645 -9.9513
H -1.1949 2.0918 -9.7580
H -1.8249 -0.0986 -7.7201
H -0.2626 0.2053 -8.4865
H -0.8777 1.2261 -6.0220
H 0.1221 2.1673 -7.1706
H -3.3380 3.1020 -9.1439
H -3.7787 1.6719 -8.1582
```

Kohn-Sham gap   5.8 eV
DFT total energy   -182925.2318 eV
Relative energy (zero: lowest compared OMol25 entry of this formula, charge and spin)   405.68 kJ/mol
Net charge   -1

Here are the Mulliken charges for atoms 1 to 2, given in e:
1. C 0.049
2. C -0.522